i:
Molecular formula: C4H5NO3
Method: DFT, wB97M-V/def2-TZVPD

```
! RIJCOSX wB97M-V def2-TZVPD def2/J DEFGRID3
* xyz 0 1
C -0.162 -0.136 -1.189
C 0.032 -0.428 0.719
N 0.811 0.105 -2.082
C -1.361 0.779 0.641
C 0.760 -0.673 1.801
O 0.037 -1.256 -0.436
O -1.215 0.596 -1.194
O -1.241 1.850 1.171
H 0.755 0.952 -2.626
H 1.689 -0.381 -1.991
H -2.236 0.125 0.681
H 0.732 0.016 2.637
H 1.397 -1.549 1.867
*
```

Properties
Highest occupied orbital energy   -9.06 eV

ii:
Molecular formula: C4H5NO3
Method: DFT, wB97M-V/def2-TZVPD

```
! RIJCOSX wB97M-V def2-TZVPD def2/J DEFGRID3
* xyz 0 1
C -2.922 0.706 -0.094
C -1.986 -0.118 -0.325
C -0.133 1.613 -0.730
C -1.128 -1.155 -0.399
N 2.771 -0.686 0.587
O -0.241 1.636 -1.867
O -3.597 1.672 0.075
O 0.025 1.621 0.400
H -1.302 -2.144 -0.737
H -0.231 -0.954 0.198
H 2.203 -0.074 1.220
H 2.815 -1.677 0.883
H 3.725 -0.439 0.787
*
```

Properties
SMILES string   C=C=C=O.O=C=O.N
Highest occupied orbital energy   -9.10 eV

iii:
Molecular formula: C4H5NO3
Method: DFT, wB97M-V/def2-TZVPD

```
! RIJCOSX wB97M-V def2-TZVPD def2/J DEFGRID3
* xyz 0 1
C 0.112 1.121 0.250
C -0.131 -0.226 0.821
C -0.179 -1.400 0.214
C -0.170 -1.758 -1.249
H 0.104 3.094 0.464
H -0.247 2.119 2.013
H -0.170 -0.185 1.937
H -0.548 -2.160 0.832
H 0.899 -0.246 -1.493
N -0.062 2.200 0.969
O 0.426 1.199 -0.988
O 0.783 -1.104 -1.967
O -0.817 -2.654 -1.803
*
```

Properties
SMILES string   NC(=O)/C=C\C(=O)O
Highest occupied orbital energy   -10.32 eV

iv:
Molecular formula: C4H5NO3
Method: DFT, wB97M-V/def2-TZVPD

```
! RIJCOSX wB97M-V def2-TZVPD def2/J DEFGRID3
* xyz 0 1
C 1.961 -0.340 -0.054
C 0.474 -0.769 -0.210
C -0.413 0.234 0.410
C -1.932 -0.101 0.562
H 1.188 1.591 -0.103
H -0.206 -1.524 -0.671
H -0.816 0.253 -1.565
H 0.008 0.837 1.172
H -2.499 -0.006 1.572
N -0.066 0.558 -0.886
O 2.090 1.002 0.039
O 2.827 -1.172 0.088
O -2.615 -0.563 -0.355
*
```

Properties
SMILES string   O=C[C@@H]1N[C@H]1C(=O)O
Highest occupied orbital energy   -10.50 eV

Energetically preferred structure: iii | next structure: +198.2 kJ/mol

i:
Molecular formula: C6H14NO
Method: DFT, wB97M-V/def2-TZVPD

```
! RIJCOSX wB97M-V def2-TZVPD def2/J DEFGRID3
* xyz -1 1
C 1.544 -1.106 0.671
N 2.080 -2.040 -0.209
C -1.609 -0.347 1.639
C -2.527 0.482 0.598
O -2.166 1.750 0.331
C 1.497 0.519 0.278
C 1.152 0.270 -2.279
C 0.528 0.770 -0.878
H 0.848 -1.684 -0.198
H 1.400 -1.311 1.745
H -1.130 0.370 2.292
H -0.865 -1.032 1.170
H -2.261 -1.061 2.141
H -2.610 -0.197 -0.337
H -3.602 0.546 0.935
H 1.388 1.009 1.265
H 2.557 0.603 0.091
H 1.127 -0.859 -2.189
H 0.507 0.617 -3.146
H 2.219 0.663 -2.364
H 0.296 1.824 -0.832
H -0.374 0.214 -0.725
*
```

Properties
Highest occupied orbital energy   -2.39 eV

ii:
Molecular formula: C6H14NO
Method: DFT, wB97M-V/def2-TZVPD

```
! RIJCOSX wB97M-V def2-TZVPD def2/J DEFGRID3
* xyz -1 1
C 1.946 0.231 1.896
C 0.489 0.468 1.469
N 0.149 -0.276 0.276
C -0.529 -1.537 0.575
C -1.820 0.703 -1.032
C -0.314 0.580 -0.870
C 0.238 -0.035 -2.205
O -0.130 0.720 -3.272
H 2.126 -0.841 1.863
H 2.666 0.710 1.236
H 2.128 0.578 2.922
H -0.155 0.225 2.325
H 0.380 1.542 1.318
H -0.053 -2.316 -0.011
H -0.475 -1.765 1.639
H -1.593 -1.505 0.314
H -2.268 1.352 -0.277
H -1.940 1.125 -2.030
H -2.284 -0.278 -1.038
H 0.256 1.500 -0.768
H -0.161 -1.076 -2.288
H 1.342 -0.108 -2.042
*
```

Properties
SMILES string   CCN(C)[C@H](C)C[O-]
Highest occupied orbital energy   -2.19 eV

iii:
Molecular formula: C6H14NO
Method: DFT, wB97M-V/def2-TZVPD

```
! RIJCOSX wB97M-V def2-TZVPD def2/J DEFGRID3
* xyz -1 1
C 0.727 -0.677 -1.403
C 1.073 -1.923 -0.559
C -0.475 0.118 -0.642
N -1.835 -0.460 -1.047
C -2.444 0.179 1.250
C -2.276 0.465 -0.218
C 2.028 1.418 0.612
O 2.756 0.320 0.282
H 0.433 -0.848 -2.409
H 1.609 -0.025 -1.366
H 0.326 -2.667 -0.574
H 1.961 -2.417 -0.861
H 1.226 -1.613 0.445
H -0.218 -0.109 0.392
H -0.320 1.210 -0.731
H 2.613 2.068 1.623
H -3.327 0.407 1.633
H -2.032 -0.846 1.433
H -1.762 0.860 1.779
H -3.025 1.309 -0.490
H 1.104 1.187 1.141
H 1.861 2.043 -0.291
*
```

Properties
Highest occupied orbital energy   -2.33 eV

iv:
Molecular formula: C6H14NO
Method: DFT, wB97M-V/def2-TZVPD

```
! RIJCOSX wB97M-V def2-TZVPD def2/J DEFGRID3
* xyz -1 1
C 1.955 1.190 -0.032
C 3.266 1.144 -0.680
C 0.887 0.299 -0.612
N 0.072 -0.220 0.715
C -2.054 -0.510 1.912
C -1.387 0.076 0.677
C -1.805 -0.453 -0.859
O -1.168 -1.572 -1.128
H 1.924 0.842 1.036
H 1.680 2.278 -0.144
H 3.757 2.064 -0.699
H 3.238 0.619 -1.585
H 3.845 0.353 -0.137
H 1.496 -0.615 -0.786
H 0.157 0.605 -1.266
H 0.085 -1.164 0.492
H -2.672 0.073 2.468
H -1.354 -0.953 2.491
H -2.506 -1.461 1.665
H -1.556 1.167 0.682
H -1.522 0.410 -1.602
H -2.898 -0.572 -1.032
*
```

Properties
SMILES string   CCCN[C@H](C)C[O-]
Highest occupied orbital energy   -2.53 eV

Energetically preferred structure: ii | next structure: +168.2 kJ/mol

i:
Molecular formula: C6H14NO
Method: DFT, wB97M-V/def2-TZVPD

```
! RIJCOSX wB97M-V def2-TZVPD def2/J DEFGRID3
* xyz -1 1
C -0.985 1.475 0.481
O -0.574 2.660 0.073
C 0.374 0.609 0.737
C -0.227 -0.782 0.462
C -0.334 -1.701 1.778
C 0.363 -1.683 -0.700
C 0.174 -1.281 -2.285
N 1.278 1.007 -0.416
H -1.692 0.884 -0.220
H -1.683 1.501 1.331
H 0.720 0.820 1.704
H -1.260 -0.567 0.257
H 0.554 -2.043 2.306
H -0.948 -2.592 1.574
H -0.714 -0.950 2.512
H 1.428 -1.965 -0.588
H -0.169 -2.670 -0.553
H 0.670 -2.184 -2.835
H -0.944 -1.118 -2.533
H 0.578 -0.327 -2.665
H 2.174 1.274 -0.015
H 0.751 1.783 -0.776
*
```

Properties
SMILES string   CC[C@@H](C)[C@@H](N)C[O-]
Highest occupied orbital energy   -2.63 eV

ii:
Molecular formula: C6H14NO
Method: DFT, wB97M-V/def2-TZVPD

```
! RIJCOSX wB97M-V def2-TZVPD def2/J DEFGRID3
* xyz -1 1
C -0.704 -1.332 -0.141
C -0.745 -1.359 1.380
C 0.500 -0.442 -0.602
N 1.898 -0.958 -0.138
C 3.077 1.127 0.554
C 2.431 0.174 -0.395
C -3.034 0.984 -0.691
O -3.263 -0.324 -0.518
H -0.513 -2.323 -0.573
H -1.549 -0.916 -0.738
H 0.241 -1.609 1.767
H -1.621 -1.956 1.641
H -0.947 -0.328 1.690
H 0.193 0.532 -0.199
H 0.385 -0.299 -1.682
H -3.364 1.748 0.063
H 4.034 1.534 0.211
H 3.336 0.678 1.518
H 2.415 1.970 0.766
H 2.593 0.471 -1.456
H -1.919 1.169 -0.825
H -3.443 1.458 -1.632
*
```

Properties
Highest occupied orbital energy   -2.38 eV

iii:
Molecular formula: C6H14NO
Method: DFT, wB97M-V/def2-TZVPD

```
! RIJCOSX wB97M-V def2-TZVPD def2/J DEFGRID3
* xyz -1 1
C -4.158 -0.134 0.436
C -2.686 0.187 0.817
N -1.741 -0.243 -0.146
C -0.992 -1.376 0.391
C 0.849 1.006 -0.715
C 2.062 0.169 -1.024
C 3.250 0.611 -0.126
O 4.238 -0.074 0.093
H -4.626 0.714 -0.065
H -4.783 -0.314 1.320
H -4.240 -1.022 -0.181
H -2.399 -0.198 1.842
H -2.666 1.285 1.021
H -0.373 -1.072 1.322
H -0.183 -1.700 -0.285
H -1.710 -2.196 0.300
H -0.097 0.752 -1.191
H 1.089 2.088 -0.868
H 0.578 1.070 0.342
H 2.223 -0.104 -2.061
H 3.300 1.650 0.241
H 2.298 -0.583 -0.233
*
```

Properties
Highest occupied orbital energy   -1.21 eV

Energetically preferred structure: i | next structure: +172.2 kJ/mol

i:
Molecular formula: C6H14NO
Method: DFT, wB97M-V/def2-TZVPD

```
! RIJCOSX wB97M-V def2-TZVPD def2/J DEFGRID3
* xyz -1 1
C 4.119 -0.165 0.047
C 2.701 0.395 -0.154
N 1.853 -0.288 0.770
C 0.483 0.007 0.513
C -0.291 -0.810 -0.542
C -3.760 0.948 -0.258
C -3.774 -0.243 0.499
O -3.298 -1.290 0.134
H 4.808 -0.005 -0.790
H 4.538 0.262 0.962
H 3.998 -1.233 0.235
H 2.416 0.214 -1.216
H 2.704 1.517 -0.057
H -0.097 -0.214 1.429
H 0.339 1.097 0.292
H -1.347 -0.533 -0.552
H -0.274 -1.834 -0.150
H 0.182 -0.874 -1.527
H -3.626 0.708 -1.306
H -4.508 1.698 -0.058
H -2.760 0.833 0.319
H -4.408 -0.188 1.408
*
```

Properties
Highest occupied orbital energy   -1.10 eV

ii:
Molecular formula: C6H14NO
Method: DFT, wB97M-V/def2-TZVPD

```
! RIJCOSX wB97M-V def2-TZVPD def2/J DEFGRID3
* xyz -1 1
C 4.368 -0.154 0.494
C 3.056 -0.554 -0.258
N 1.883 -0.089 0.470
C 0.642 -0.506 -0.151
C -3.632 1.615 0.247
C -3.176 0.201 0.582
C -2.691 -0.584 -0.573
O -2.383 -1.853 -0.719
H 4.360 0.942 0.585
H 5.326 -0.461 -0.015
H 4.337 -0.577 1.493
H 3.114 -1.659 -0.342
H 3.169 -0.127 -1.275
H 0.529 -0.105 -1.243
H -0.219 -0.139 0.410
H 0.495 -1.639 -0.160
H -4.596 1.629 -0.335
H -2.741 1.986 -0.439
H -3.717 2.294 1.109
H -3.242 -0.284 1.577
H -2.900 -0.034 -1.536
H -1.984 0.097 0.080
*
```

Properties
Highest occupied orbital energy   -1.11 eV

iii:
Molecular formula: C6H14NO
Method: DFT, wB97M-V/def2-TZVPD

```
! RIJCOSX wB97M-V def2-TZVPD def2/J DEFGRID3
* xyz -1 1
C 3.024 -0.240 1.298
N 3.526 0.652 0.500
C -0.562 -0.899 -0.392
C -0.538 0.619 -0.628
C 0.884 1.018 -0.837
C -0.996 1.210 0.807
C -2.075 -1.388 -0.803
O -3.058 -0.768 -0.121
H 2.662 -0.040 2.326
H 2.948 -1.315 1.036
H 1.128 -0.681 1.223
H -0.540 -1.174 0.674
H 0.151 -1.489 -0.980
H -1.257 0.853 -1.437
H 1.250 0.592 -1.812
H 1.615 0.646 -0.054
H 0.998 2.099 -0.916
H -0.272 0.806 1.523
H -1.959 0.719 0.961
H -1.043 2.310 0.831
H -2.122 -2.495 -0.695
H -2.200 -1.173 -1.885
*
```

Properties
Highest occupied orbital energy   -3.12 eV

iv:
Molecular formula: C6H14NO
Method: DFT, wB97M-V/def2-TZVPD

```
! RIJCOSX wB97M-V def2-TZVPD def2/J DEFGRID3
* xyz -1 1
C -3.601 -2.408 -0.753
C -2.276 -1.707 -1.135
N -1.604 -1.567 0.098
C -0.401 -0.681 -0.020
C -0.483 0.815 0.112
C 3.451 1.765 -0.466
C 3.068 1.637 0.959
O 1.977 2.123 1.484
H -4.421 -2.306 -1.475
H -3.383 -3.469 -0.575
H -3.905 -1.975 0.245
H -2.519 -0.767 -1.583
H -1.717 -2.262 -1.951
H 0.262 -0.891 0.818
H 0.149 -0.911 -0.949
H 0.529 1.271 0.106
H -0.843 0.950 1.129
H -1.254 1.322 -0.541
H 2.899 2.628 -0.869
H 4.501 1.756 -0.725
H 2.638 0.820 0.034
H 3.927 1.295 1.594
*
```

Properties
Highest occupied orbital energy   -1.05 eV

Energetically preferred structure: i | next structure: +156.9 kJ/mol